Here is C24H25Cl3IN3O4SiSn as an isolated structure from the Open Molecules 2025 dataset. Energies are from ωB97M-V with the def2-TZVPD basis set.

Each line ends with the Mulliken charge.
Geometry (Å):
Sn  0.808  -0.527  -1.568  1.255
C  4.464  -1.772  0.947  -0.957
C  3.578  -0.780  1.627  0.763
N  3.519  -0.785  2.931  -0.647
C  2.707  0.071  3.556  -1.170
C  1.913  0.990  2.909  0.872
C  0.991  1.888  3.701  -0.837
O  1.212  3.269  3.477  -0.531
C  1.911  0.988  1.493  0.489
C  1.068  1.903  0.794  -1.072
N  0.448  1.704  -0.323  0.371
C  -0.566  2.582  -0.682  -0.068
C  -1.412  3.106  0.309  0.156
C  -2.540  3.834  -0.002  -0.987
C  -2.874  4.061  -1.327  -0.682
C  -2.034  3.600  -2.322  -0.364
C  -0.897  2.878  -2.005  -0.111
I  0.307  2.256  -3.629  0.111
C  2.766  0.080  0.818  -0.004
O  2.822  0.029  -0.456  -0.738
H  5.001  -2.352  1.689  0.364
H  5.162  -1.264  0.285  0.274
H  3.861  -2.443  0.336  0.109
H  2.706  -0.015  4.634  0.361
H  1.096  1.657  4.769  0.416
H  -0.050  1.697  3.416  0.239
H  2.089  3.491  3.809  0.343
H  0.916  2.860  1.297  1.313
H  -1.190  2.898  1.346  0.336
H  -3.172  4.199  0.792  0.408
H  -3.779  4.587  -1.584  0.425
H  -2.252  3.798  -3.360  0.418
O  -2.000  -2.130  -4.494  -0.716
C  -1.444  -1.600  -3.558  -0.056
O  -0.197  -1.543  -3.344  -0.539
C  -2.311  -0.919  -2.495  0.275
C  -3.691  -0.915  -2.647  -0.544
C  -4.466  -0.303  -1.682  -0.591
C  -3.833  0.220  -0.562  -1.013
C  -2.456  0.140  -0.480  -0.493
N  -1.715  -0.380  -1.446  0.876
H  -4.105  -1.388  -3.522  0.593
H  -5.539  -0.240  -1.782  0.445
H  -4.395  0.668  0.243  0.508
H  -1.922  0.509  0.385  0.611
C  -0.639  -1.927  1.862  -1.238
C  -0.555  -2.715  0.558  1.593
C  -0.608  -4.224  0.820  -1.800
C  0.722  -2.379  -0.181  -1.068
H  -1.611  -2.055  2.333  0.434
H  -0.478  -0.867  1.668  -0.135
H  0.130  -2.258  2.557  0.453
H  -1.425  -2.469  -0.063  -0.139
H  0.214  -4.529  1.463  0.364
H  -0.532  -4.767  -0.120  0.444
H  -1.550  -4.490  1.295  0.434
H  0.963  -3.147  -0.918  0.658
H  1.555  -2.264  0.508  0.014
Cl  4.144  0.996  -2.958  -0.204
Si  2.976  -0.579  -3.258  0.410
Cl  2.387  -0.638  -5.165  -0.216
Cl  3.803  -2.297  -2.692  -0.212

Energy in a.u.: -3577.0147
Gap between HOMO and LUMO in Ha: 0.2571

***

Here is C4H4GdO5 as an isolated structure from the Open Molecules 2025 dataset. Energies are from ωB97M-V with the def2-TZVPD basis set.

Each line ends with the Mulliken charge.
Geometry (Å):
O  -1.333  0.188  -0.585  -0.400
C  -1.385  0.596  0.529  0.761
O  -2.136  1.041  1.339  -0.394
O  0.587  0.251  1.581  -0.310
C  0.979  -1.163  1.482  -0.203
H  0.029  -1.711  1.351  0.240
C  1.794  -1.375  0.214  -0.969
H  1.321  -0.954  -0.693  0.289
H  2.795  -0.919  0.271  0.289
H  1.923  -2.455  0.036  0.373
C  1.480  1.212  2.586  0.520
O  1.968  0.581  3.542  -0.596
O  1.626  2.360  2.229  -0.203
Gd  2.021  -1.776  3.695  0.602

Energy in a.u.: -1296.1565
Gap between HOMO and LUMO (spin up / spin down) in Ha: 0.1608 / 0.2634
ΔE to the lowest compared entry with this formula, charge and spin in kJ/mol: 1199.24
Spin multiplicity: 9

***

Here is an isolated molecule of C3H5N3OS from the Open Molecules 2025 dataset. Energies are from ωB97M-V with the def2-TZVPD basis set.

Each line ends with the natural charge from an NBO analysis.
Geometry (Å):
C  1.295  1.369  0.156  -0.416
N  0.486  0.222  -0.251  -0.260
N  -0.918  0.297  -0.136  -0.472
C  -1.283  -1.046  0.003  0.677
O  -2.569  -1.382  0.026  -0.624
N  -0.315  -1.886  0.040  -0.499
C  0.854  -1.112  -0.066  0.180
S  2.365  -1.686  -0.045  -0.134
H  0.935  2.295  -0.277  0.205
H  2.277  1.166  -0.233  0.248
H  1.307  1.491  1.259  0.202
H  -1.372  0.868  -0.836  0.400
H  -3.064  -0.596  0.360  0.493

Energy in a.u.: -754.9848
SMILES string: Cn1[nH]c(O)nc1=S
Gap between HOMO and LUMO in Ha: 0.3087
ΔE to the lowest compared entry with this formula, charge and spin in kJ/mol: 142.56

***

Here is an isolated molecule of C24H32N4O3 from the Open Molecules 2025 dataset. Energies are from ωB97M-V with the def2-TZVPD basis set.

Each line ends with the natural charge from an NBO analysis.
Geometry (Å):
C  -6.709  -1.099  1.509  -0.249
O  -6.303  0.035  0.788  -0.500
C  -4.959  0.285  0.677  0.278
C  -4.607  1.431  -0.034  -0.247
C  -3.286  1.779  -0.214  -0.230
C  -2.274  0.980  0.314  0.122
N  -0.910  1.241  0.153  -0.647
C  -0.341  2.308  -0.484  0.804
O  -0.963  3.284  -0.868  -0.677
N  1.016  2.226  -0.711  -0.463
C  1.741  3.463  -0.912  -0.218
C  2.469  3.852  0.377  -0.408
C  3.374  2.716  0.851  -0.395
C  2.577  1.414  1.000  -0.231
C  3.480  0.250  1.421  -0.373
C  2.737  -0.855  2.185  -0.498
C  1.644  -1.533  1.381  0.711
O  0.493  -1.119  1.424  -0.687
N  1.980  -2.602  0.629  -0.438
C  3.312  -3.160  0.575  -0.411
C  0.936  -3.382  -0.013  -0.218
C  0.917  -3.230  -1.542  -0.440
C  0.128  -2.025  -1.977  0.213
C  0.711  -0.957  -2.646  -0.274
C  -0.088  0.112  -3.023  -0.164
C  -1.439  0.072  -2.725  -0.254
C  -1.927  -1.042  -2.057  0.059
N  -1.169  -2.059  -1.694  -0.448
C  1.887  1.140  -0.343  -0.232
C  -2.626  -0.161  1.028  -0.178
C  -3.952  -0.510  1.211  -0.315
H  -7.798  -1.096  1.476  0.197
H  -6.337  -2.023  1.053  0.172
H  -6.379  -1.054  2.553  0.173
H  -5.396  2.043  -0.441  0.221
H  -3.029  2.672  -0.759  0.257
H  -0.326  0.530  0.575  0.435
H  1.020  4.229  -1.199  0.251
H  2.461  3.323  -1.726  0.179
H  3.056  4.756  0.209  0.210
H  1.723  4.068  1.146  0.205
H  3.835  2.984  1.804  0.207
H  4.176  2.562  0.123  0.192
H  1.805  1.563  1.761  0.208
H  3.970  -0.160  0.534  0.193
H  4.264  0.632  2.080  0.214
H  2.242  -0.399  3.046  0.237
H  3.452  -1.591  2.555  0.217
H  3.547  -3.725  1.483  0.198
H  4.062  -2.384  0.438  0.208
H  3.372  -3.841  -0.272  0.215
H  -0.026  -3.047  0.379  0.259
H  1.087  -4.432  0.256  0.193
H  0.431  -4.115  -1.956  0.232
H  1.934  -3.176  -1.935  0.200
H  1.768  -0.963  -2.871  0.211
H  0.337  0.961  -3.537  0.222
H  -2.095  0.884  -2.993  0.231
H  -2.974  -1.126  -1.802  0.203
H  1.340  0.201  -0.338  0.233
H  2.657  1.066  -1.124  0.190
H  -1.849  -0.788  1.437  0.228
H  -4.181  -1.404  1.768  0.217

Energy in a.u.: -1378.5415
SMILES string: COc1ccc(NC(=O)N2CCC[C@H](CCC(=O)N(C)CCc3ccccn3)C2)cc1
Gap between HOMO and LUMO in Ha: 0.2875
ΔE to the lowest compared entry with this formula, charge and spin in kJ/mol: 41.83

***

Here is C22H31CaN6PSi2 as an isolated structure from the Open Molecules 2025 dataset. Energies are from ωB97M-V with the def2-TZVPD basis set.

Each line ends with the natural charge from an NBO analysis.
Geometry (Å):
Ca  0.002  -0.455  0.979  1.563
C  0.015  -2.243  -4.234  -0.407
N  0.679  -2.302  -2.939  -0.331
C  2.034  -2.297  -2.745  -0.068
C  2.236  -2.233  -1.395  -0.059
N  1.028  -2.176  -0.763  -0.507
C  0.106  -2.198  -1.708  0.025
P  -1.673  -2.472  -1.419  0.723
C  -1.588  -3.155  0.280  0.095
N  -1.035  -2.605  1.346  -0.541
C  -1.219  -3.489  2.374  -0.074
C  -1.893  -4.584  1.915  -0.074
N  -2.122  -4.363  0.588  -0.324
C  -2.818  -5.289  -0.304  -0.403
C  -2.444  -0.862  -1.049  0.026
N  -2.514  -0.314  0.149  -0.507
C  -3.389  0.728  0.052  -0.059
C  -3.860  0.802  -1.229  -0.068
N  -3.277  -0.226  -1.920  -0.331
C  -3.405  -0.457  -3.353  -0.407
H  0.690  -2.640  -4.987  0.225
H  -0.240  -1.216  -4.492  0.211
H  -0.885  -2.854  -4.214  0.219
H  2.723  -2.316  -3.573  0.226
H  3.164  -2.184  -0.851  0.240
H  -0.865  -3.297  3.373  0.225
H  -2.223  -5.484  2.406  0.225
H  -3.109  -6.156  0.283  0.222
H  -2.162  -5.611  -1.108  0.219
H  -3.710  -4.825  -0.715  0.219
H  -3.594  1.377  0.886  0.240
H  -4.528  1.496  -1.709  0.226
H  -4.328  0.003  -3.695  0.225
H  -3.452  -1.526  -3.551  0.219
H  -2.569  -0.016  -3.892  0.211
C  -0.872  3.433  0.075  -1.080
Si  -0.407  2.332  1.582  0.568
C  -1.548  3.075  2.936  -1.091
C  1.315  3.068  2.041  -0.423
C  1.372  4.313  2.689  -0.165
C  2.568  4.923  3.036  -0.254
C  3.766  4.291  2.728  -0.221
C  3.737  3.066  2.079  -0.222
C  2.539  2.422  1.725  -0.413
Si  2.623  0.731  0.804  0.570
C  3.132  1.309  -0.959  -1.079
C  4.280  -0.003  1.437  -1.090
H  -0.891  4.493  0.350  0.212
H  -1.854  3.178  -0.344  0.195
H  -0.131  3.312  -0.723  0.216
H  -1.711  4.153  2.827  0.205
H  -1.124  2.900  3.930  0.223
H  -2.533  2.591  2.923  0.202
H  0.445  4.824  2.934  0.184
H  2.568  5.882  3.543  0.196
H  4.713  4.750  2.990  0.196
H  4.683  2.588  1.841  0.193
H  4.081  1.856  -0.937  0.212
H  2.372  1.982  -1.369  0.216
H  3.244  0.471  -1.658  0.195
H  5.164  0.521  1.055  0.205
H  4.375  -1.058  1.150  0.201
H  4.319  0.031  2.530  0.224

Energy in a.u.: -2783.4133
Gap between HOMO and LUMO in Ha: 0.1861
ΔE to the lowest compared entry with this formula, charge and spin in kJ/mol: 57.90

***

Here is a 2-piece molecular cluster, C3H10NP overall from the Open Molecules 2025 dataset. Energies are from ωB97M-V with the def2-TZVPD basis set.

Each line ends with the natural charge from an NBO analysis.
Geometry (Å):
C  -1.598  1.364  -0.370  -0.636
C  1.562  -1.410  1.359  -0.463
C  -0.333  0.945  0.412  -0.245
N  0.546  0.184  -0.494  -0.703
P  0.053  -0.738  -1.738  0.641
H  -1.265  2.030  -1.291  0.215
H  -2.430  0.668  -0.662  0.222
H  -2.043  2.097  0.205  0.209
H  1.054  -2.289  1.151  0.163
H  2.542  -1.214  0.934  0.185
H  1.137  -0.693  2.142  0.172
H  0.164  1.869  0.619  0.192
H  -0.467  0.371  1.376  0.199
H  -0.090  -2.010  -1.345  -0.082
H  1.169  -1.174  -2.298  -0.067

Energy in a.u.: -516.2113
Gap between HOMO and LUMO (spin up / spin down) in Ha: 0.3226 / 0.2865
ΔE to the lowest compared entry with this formula, charge and spin in kJ/mol: 521.43

***

The lowest energy belongs to which entry?
C24H25Cl3IN3O4SiSn